A 4-piece molecular cluster, C28H66I2N10O5P4 overall in a non-equilibrium geometry, computed with ωB97M-V with the def2-TZVPD basis set.

XYZ file:
```
115
Properties=species:S:1:pos:R:3:lowdin_charge:R:1
I 3.194 -3.208 2.409 0.81
I -0.802 -1.171 -0.428 0.84
P -6.917 -1.299 -4.256 0.75
P 8.883 3.304 2.825 0.74
P 1.497 -3.990 -1.771 0.78
P -4.536 -0.346 2.686 0.75
O -3.105 -0.308 2.097 -0.35
O 5.226 -0.506 -2.864 -0.01
O 7.831 2.237 2.436 -0.30
O 1.663 -3.952 -3.348 -0.52
O -6.188 -1.086 -2.907 -0.29
N -5.229 0.182 1.259 -0.35
N -4.150 0.820 3.875 -0.31
N 8.664 4.160 1.405 -0.36
N -5.492 -1.863 -5.013 -0.31
N 10.092 4.531 3.273 -0.31
N -6.182 -0.391 3.364 -0.31
N 10.138 2.144 2.881 -0.31
N 4.608 -2.942 -2.192 -0.03
N -7.965 -2.429 -3.607 -0.36
N -7.755 -1.545 -5.807 -0.31
C 7.496 5.032 1.349 -0.12
C -7.962 -3.867 -3.615 -0.13
C 2.791 0.204 -1.053 -0.17
C -2.765 0.769 4.394 -0.15
C 0.629 -1.901 1.061 -0.67
C 0.181 -1.825 2.652 -0.22
C 11.279 1.987 2.003 -0.12
C 9.396 4.185 0.168 -0.13
C 10.416 4.515 4.696 -0.15
C -5.408 -0.822 0.216 -0.12
C 4.060 -3.246 -0.783 -0.24
C -5.666 1.479 0.818 -0.13
C -9.092 -1.904 -2.844 -0.12
C -5.172 -3.194 -5.488 -0.12
C -8.298 -2.732 -6.430 -0.12
C 2.869 -1.285 -1.733 -0.20
C -7.320 0.485 3.185 -0.12
C 11.079 5.242 2.488 -0.12
C -6.269 -1.179 4.590 -0.15
C 9.740 0.796 3.346 -0.15
C -4.233 -1.237 -4.551 -0.14
C 2.511 -2.621 -0.856 -0.50
C 1.975 -2.486 0.688 -0.61
C -7.491 -0.479 -6.769 -0.15
C 4.398 -1.430 -2.340 -0.22
C 4.468 0.673 1.447 0.06
C -4.617 2.185 4.004 -0.12
C 3.722 0.401 0.290 -0.08
H -8.385 -2.629 -7.516 0.09
H 1.676 0.588 -0.867 0.08
H -7.062 1.540 3.103 0.05
H -5.649 2.223 4.355 0.07
H 4.219 -3.526 -2.967 0.11
H -4.492 2.764 3.089 0.07
H -3.849 -1.733 -3.650 0.08
H 8.788 3.817 -0.671 0.09
H 4.069 -4.404 -0.580 0.11
H -8.324 -0.348 -7.468 0.08
H 10.730 5.503 5.052 0.08
H 2.040 -5.282 -1.341 0.03
H 12.031 2.755 2.186 0.07
H 11.906 5.614 3.098 0.09
H -7.267 -1.612 4.723 0.08
H -6.718 1.440 0.505 0.08
H 9.700 5.212 -0.073 0.08
H 0.061 -2.898 3.144 0.08
H -6.028 -0.571 5.468 0.08
H -9.309 -2.928 -6.060 0.08
H -5.080 1.834 -0.042 0.09
H -5.611 2.252 1.573 0.05
H -5.471 -0.386 -0.787 0.06
H -4.117 -3.293 -5.783 0.09
H 5.312 1.045 2.203 0.05
H -2.076 1.325 3.745 0.08
H -2.416 -0.264 4.478 0.06
H 9.536 4.237 5.286 0.07
H -0.863 -1.289 2.813 0.05
H -2.698 1.185 5.404 0.08
H 6.640 4.576 1.859 0.07
H 10.587 0.256 3.784 0.08
H -7.363 0.479 -6.254 0.07
H -8.028 0.420 4.016 0.09
H -8.796 -1.024 -2.263 0.07
H 11.210 3.793 4.913 0.08
H -6.323 -1.395 0.397 0.08
H -5.567 -2.019 4.556 0.07
H 7.713 5.986 1.839 0.07
H -9.900 -1.607 -3.521 0.07
H -7.181 -4.311 -4.216 0.05
H -4.070 2.746 4.776 0.08
H 3.231 0.962 -1.864 0.13
H -9.494 -2.629 -2.128 0.08
H -8.908 -4.247 -4.024 0.08
H -7.702 -3.631 -6.270 0.05
H 7.170 5.241 0.324 0.09
H -3.457 -1.277 -5.323 0.08
H -5.330 -3.962 -4.732 0.07
H 4.798 -2.573 -0.132 0.12
H -6.579 -0.680 -7.341 0.08
H 10.306 3.601 0.173 0.05
H -5.710 -3.430 -6.407 0.07
H -4.379 -0.175 -4.336 0.07
H 11.002 1.950 0.950 0.07
H 9.335 0.194 2.523 0.08
H 0.995 -1.226 3.286 0.07
H -7.855 -4.278 -2.601 0.09
H 2.184 -1.395 -2.704 0.16
H 0.085 -3.959 -1.485 -0.02
H 11.827 1.051 2.189 0.08
H 11.542 4.641 1.705 0.05
H -7.878 0.204 2.286 0.08
H -4.567 -1.523 0.198 0.06
H 8.991 0.860 4.140 0.07
H 10.628 6.120 2.016 0.08
```

The calculation puts the highest occupied orbital energy at -7.70 eV. For the total energy, the calculation gives -108579.6782 eV. Its SMILES is C#CC[C@H]1C(=O)NC[C@@]1([PH2]=O)/C(I)=C(/C)I.CN(C)P(=O)(N(C)C)N(C)C.CN(C)P(=O)(N(C)C)N(C)C.CN(C)P(=O)(N(C)C)N(C)C. The value obtained for the HOMO-LUMO gap is 0.2367 hartree.